Record 1
The following is a quantum chemistry calculation of C26H40AlBBrCl3N9O10 as an isolated structure, from OMol25.

## Properties
Gap between HOMO and LUMO   1.161 eV
LUMO energy   -2.43 eV
M   862.72 u
DFT total energy   -6480.71877 a.u.
Max |F|   8.8 eV/A
HOMO energy   -3.59 eV

```
! wB97M-V def2-TZVPD RIJCOSX def2/J DEFGRID3
* xyz -1 1
N 0.08 3.61 1.17
C 0.19 2.37 0.25
N -0.63 2.75 -0.99
N 1.60 2.10 -0.23
C -0.56 1.10 0.95
C 0.40 0.07 1.78
C 0.25 -1.55 1.89
C -1.06 -2.19 1.06
C -0.79 -2.24 -0.56
C 0.01 -3.57 -1.08
O 0.18 -4.62 -0.27
N 0.52 -3.60 -2.52
C 2.02 -3.83 -2.49
C 3.03 -2.52 -2.56
C 4.66 -2.83 -2.51
C 5.17 -4.39 -2.39
C 4.16 -5.70 -2.32
C 2.54 -5.40 -2.39
N 1.07 -2.55 2.62
N 2.13 -2.15 3.37
C 2.41 -0.70 3.42
O 3.56 -0.34 4.32
B 4.80 -0.21 3.53
O 5.77 0.84 4.00
O 5.17 -1.02 2.35
C 1.71 0.59 2.70
O 2.11 2.00 2.82
H -0.74 4.17 0.83
H -0.15 3.31 2.15
H -1.63 2.47 -0.83
H -0.23 2.31 -1.85
H 1.89 3.01 -0.71
H 1.57 1.40 -1.03
H -1.39 1.47 1.69
H -1.10 0.50 0.06
H -1.26 -3.27 1.47
H -1.99 -1.53 1.33
H -0.19 -1.30 -0.95
H -1.85 -2.25 -1.08
H 0.33 -2.68 -2.99
H 2.58 -1.44 -2.66
H 5.38 -1.90 -2.54
H 6.32 -4.62 -2.35
H 4.55 -6.82 -2.22
H 1.78 -6.31 -2.34
H 0.84 -3.59 2.58
H 6.69 0.62 3.64
H 5.17 -0.36 1.58
H 1.42 2.45 3.39
C -4.48 -1.40 0.52
O -3.88 -0.44 -0.16
H -4.48 -1.32 1.62
H -5.56 -1.56 0.33
H -4.10 -2.43 0.39
Al 3.40 -7.68 -2.78
C -8.61 -2.62 -2.29
O -7.88 -3.32 -1.61
N -8.88 -1.28 -2.07
C -9.76 -0.52 -2.92
C -8.26 -0.63 -0.93
H -9.13 -3.02 -3.18
H -9.20 0.32 -3.35
H -10.59 -0.13 -2.32
H -10.16 -1.14 -3.73
H -7.17 -0.69 -1.04
H -8.55 -1.14 -0.02
H -8.56 0.42 -0.88
C 1.51 6.52 -3.29
C 1.27 5.22 -3.09
C 1.82 4.19 -3.99
O 1.60 3.00 -3.81
C 2.65 4.65 -5.12
C 2.90 5.95 -5.32
C 2.35 6.98 -4.42
O 2.57 8.17 -4.61
H 1.12 7.29 -2.64
H 0.66 4.87 -2.27
H 3.05 3.88 -5.77
H 3.51 6.30 -6.15
C 1.91 1.23 7.61
O 0.82 1.12 7.07
N 2.10 1.94 8.74
N 3.03 0.66 7.12
H 2.99 2.04 9.20
H 1.28 2.38 9.14
H 2.94 0.12 6.27
H 3.94 0.75 7.55
Cl 2.82 -3.46 1.51
Cl 4.30 -1.00 7.02
Br 2.60 5.94 -7.72
Cl -6.36 -1.87 -1.66
*
```

Atom charges from the Mulliken analysis, given in e for atoms 1 to 5: -0.650 0.726 -0.572 -0.500 -0.750


Record 2
The following is a quantum chemistry calculation of one molecule with the formula C6H12N2O, from OMol25.

## Properties
Gap between HOMO and LUMO (spin up / spin down)   8.193 / 8.192 eV
LUMO energy (spin up / spin down)   0.78 / 0.78 eV
M   128.17 u
DFT total energy   -420.41616 a.u.
Max |F|   5.9 eV/A
HOMO energy (spin up / spin down)   -7.42 / -7.42 eV

```
! wB97M-V def2-TZVPD RIJCOSX def2/J DEFGRID3
* xyz 0 1
C 1.58 0.54 -0.15
C 0.10 -1.66 -0.51
C -1.96 0.73 -0.73
C 0.73 -0.88 0.60
N 1.27 1.81 0.44
C -1.05 -1.41 0.41
C -1.71 -0.19 0.41
O 1.66 0.56 -1.53
N 1.08 -1.11 1.81
H 1.49 1.44 -1.88
H 2.57 0.24 0.22
H 1.32 1.77 1.45
H 0.36 2.16 0.15
H 2.02 -0.78 2.03
H 0.49 -2.67 -0.55
H 0.00 -1.20 -1.49
H -1.37 -2.23 1.04
H -2.35 -0.03 1.28
H -1.86 1.77 -0.40
H -3.01 0.64 -1.04
H -1.34 0.52 -1.60
*
```

Atom charges from the natural (NBO) analysis, given in e for atoms 1 to 5: 0.231 -0.510 -0.656 0.345 -0.859


Record 3
The following is a quantum chemistry calculation of C21H37ClHgN3O7S as an isolated structure, from OMol25.

## Properties
Gap between HOMO and LUMO   5.587 eV
LUMO energy   2.09 eV
M   711.65 u
DFT total energy   -2525.13287 a.u.
Max |F|   2.6 eV/A
HOMO energy   -3.50 eV

```
! wB97M-V def2-TZVPD RIJCOSX def2/J DEFGRID3
* xyz -1 1
O 1.63 2.97 -0.98
C 2.24 2.66 -1.99
C 1.56 2.14 -3.22
C 0.25 1.59 -3.15
H -0.23 1.42 -2.18
C -0.46 1.47 -4.34
H -1.52 1.20 -4.29
C 0.16 1.74 -5.57
H -0.41 1.67 -6.49
C 1.53 1.99 -5.63
H 2.07 2.07 -6.57
C 2.25 2.15 -4.44
H 3.33 2.36 -4.43
H 3.37 2.64 -2.03
C 3.30 -1.61 -0.27
C 2.09 -2.21 -0.87
H 4.23 -1.80 -0.81
H 3.43 -1.90 0.78
H 3.16 -0.52 -0.22
C 1.76 -2.51 -2.12
C 2.36 -3.49 -3.12
H 0.87 -1.98 -2.51
H 2.60 -2.95 -4.04
H 1.63 -4.28 -3.39
H 3.28 -3.94 -2.70
Hg 0.33 -1.76 0.22
Cl -0.02 -4.24 0.46
C -2.07 -2.73 2.10
O -1.29 -1.81 2.42
N -2.79 -3.49 2.94
C -2.70 -3.25 4.37
C -3.44 -4.73 2.52
H -2.21 -2.98 1.04
H -2.14 -2.32 4.50
H -2.16 -4.07 4.87
H -3.71 -3.18 4.78
H -3.61 -4.70 1.44
H -4.39 -4.83 3.05
H -2.83 -5.61 2.75
H -1.85 4.92 -1.34
H -3.60 3.96 0.35
C -1.44 3.90 -1.35
C -3.08 2.99 0.22
N -1.69 3.21 -0.10
H -0.36 3.96 -1.53
C -0.71 2.98 0.81
O -0.81 2.33 1.86
H -3.16 2.39 1.13
H 0.25 3.45 0.50
H -1.91 3.35 -2.18
H -3.55 2.48 -0.63
H 3.25 0.11 5.17
H 2.95 2.75 4.48
C 3.52 0.02 4.11
C 3.20 2.40 3.47
N 2.82 1.01 3.30
H 3.27 -0.98 3.74
C 1.78 0.63 2.52
O 1.39 -0.54 2.40
H 2.67 3.01 2.72
H 1.33 1.47 1.96
H 4.60 0.17 4.04
H 4.29 2.52 3.34
C -3.68 -0.23 0.44
S -2.55 -0.70 -0.90
O -2.53 -2.17 -0.91
O -3.00 -0.03 -2.11
O -1.19 -0.14 -0.48
H -4.32 -1.08 0.69
H -4.30 0.61 0.10
H -3.07 0.06 1.30
*
```

Atom charges from the Mulliken analysis, given in e for atoms 1 to 5: -0.410 -0.489 0.580 0.145 0.486